Here is a molecular structure, C31H65AsCsN8O2P2S from OMol25. Energies are from wB97M-V/def2-TZVPD.

Calculated values
E_tot: -5145.3816 hartree
HOMO: -10.0741 eV
net charge: +1
largest force on an atom: 2.05 eV/A

Geometry as XYZ:
```
111
C31H65AsCsN8O2P2S, DFT wB97M-V/def2-TZVPD
Cs -0.4939 -0.0258 0.2480
N 2.2641 0.9548 2.8311
C 2.2963 2.3677 2.4664
C 3.1584 2.5861 1.2269
N 2.5290 2.0099 0.0607
C 3.2485 2.2481 -1.1708
C 2.3966 1.8235 -2.3645
N 2.2088 0.3788 -2.3658
H 1.7578 0.8492 3.7041
H 3.2130 0.6293 2.9982
H 2.6882 3.0062 3.2761
H 1.2708 2.6744 2.2431
H 4.1694 2.1760 1.4144
H 3.2677 3.6609 1.0552
H 2.4451 1.0070 0.1987
H 4.2174 1.7167 -1.2082
H 3.4535 3.3201 -1.2462
H 2.8724 2.1941 -3.2886
H 1.4126 2.2845 -2.2661
H 3.0993 -0.0697 -2.5596
H 1.5672 0.1231 -3.1075
C 3.2175 -2.7871 -0.8544
P 1.4927 -2.8184 -0.2155
C 0.9443 -4.2206 -1.2693
N 1.6227 -5.3384 -1.2790
C 1.2093 -6.3275 -2.0972
C 1.8657 -7.5746 -2.0953
C 1.4316 -8.5674 -2.9304
C 0.3428 -8.3583 -3.7967
C -0.3048 -7.1542 -3.8348
C 0.1101 -6.1136 -2.9804
N -0.5239 -4.9240 -3.0019
C -0.1492 -4.0120 -2.1442
P -0.9223 -2.3487 -2.1724
C -0.6572 -2.0866 -3.9807
C -2.7615 -2.7697 -2.0567
C -3.5063 -1.4917 -2.4442
C -2.9966 -3.0883 -0.5789
C -3.2438 -3.9362 -2.9135
C 1.6906 -3.6906 1.4529
C 0.2957 -4.2169 1.7957
C 2.7108 -4.8257 1.4909
C 2.0837 -2.5910 2.4421
H 3.6380 -3.7914 -0.8793
H 3.8179 -2.1223 -0.2362
H 3.1762 -2.3824 -1.8654
H 2.6959 -7.7208 -1.4214
H 1.9208 -9.5296 -2.9266
H 0.0182 -9.1646 -4.4366
H -1.1411 -6.9757 -4.4937
H -1.0636 -2.9147 -4.5621
H 0.4230 -2.0366 -4.1365
H -1.0985 -1.1377 -4.2849
H -3.0592 -0.6312 -1.9471
H -4.5515 -1.5573 -2.1435
H -3.4691 -1.3404 -3.5218
H -2.7359 -2.2386 0.0511
H -2.3893 -3.9440 -0.2821
H -4.0430 -3.3343 -0.4062
H -2.9507 -3.8232 -3.9541
H -4.3315 -3.9841 -2.8726
H -2.8474 -4.8803 -2.5482
H 0.0200 -5.0218 1.1150
H -0.4382 -3.4143 1.7031
H 0.2691 -4.6077 2.8127
H 2.4896 -5.5608 0.7203
H 2.6720 -5.3210 2.4617
H 3.7227 -4.4538 1.3426
H 1.3687 -1.7693 2.4001
H 3.0707 -2.1981 2.2013
H 2.1139 -2.9866 3.4584
S -7.4114 -0.4211 0.0576
C -6.4311 0.6341 -0.5295
N -5.5360 1.3202 -0.9171
N -4.7026 3.7153 -1.8119
C -3.5717 3.2570 -2.6151
C -2.5740 2.4804 -1.7401
N -1.4978 1.8708 -2.4960
H -5.3895 4.1794 -2.3959
H -4.3941 4.3826 -1.1126
H -5.3383 2.2729 -1.2578
H -3.0560 4.0888 -3.1160
H -3.9709 2.5828 -3.3812
H -3.1174 1.6910 -1.2146
H -2.1292 3.1458 -0.9939
H -0.9482 2.5959 -2.9494
H -1.8963 1.2902 -3.2286
C -2.3353 2.2420 4.5330
As -2.6629 2.1326 2.6078
C -4.2944 1.1428 2.2789
C -3.0732 3.9557 2.0617
O -1.3559 1.5832 1.8191
H -2.9739 1.5433 5.0723
H -2.5243 3.2545 4.8907
H -1.2888 1.9964 4.7222
H -5.0654 1.4435 2.9844
H -4.1110 0.0749 2.3542
H -4.6276 1.3660 1.2667
H -3.9453 4.3362 2.5872
H -3.2701 3.9559 0.9901
H -2.2127 4.5952 2.2655
C -2.3839 -2.9806 4.1570
C -1.9088 -1.6977 3.5399
C -0.8953 -0.9338 4.3426
O -2.3428 -1.2806 2.4900
H -3.1657 -2.7343 4.8760
H -1.5794 -3.4785 4.6878
H -2.8095 -3.6437 3.4079
H -0.5417 -0.0847 3.7602
H -0.0569 -1.5660 4.6205
H -1.3628 -0.5809 5.2612
```